No. 1
A structure of composition C74H60BN9OP3STi in a non-equilibrium geometry, computed with ωB97M-V with the def2-TZVPD basis set.

Structure (XYZ):
```
150
Properties=species:S:1:pos:R:3:forces:R:3:mulliken_charge:R:1
Ti -0.0889 -0.6979 -0.3478 1.80 0.01 -0.77 0.620
S 0.2369 2.7823 -0.0548 -0.08 0.13 0.08 1.948
P 2.8545 -0.9402 0.6008 0.64 -0.44 0.21 0.134
P 0.6763 0.8595 -2.7354 0.08 0.14 -0.58 3.046
P -2.5696 1.3907 1.0313 -0.29 0.52 0.38 2.194
O 0.9217 3.4048 1.1108 -0.06 -0.16 -0.24 -0.794
N -3.5283 -4.1635 -1.2317 0.16 -0.02 -0.28 0.100
N -2.6979 -1.8181 -1.6592 0.08 0.16 0.06 0.396
N -1.0610 -3.6528 -1.2732 0.12 -0.15 -0.03 0.154
N -2.3930 -2.8648 0.6242 -0.04 0.06 -0.10 0.865
N -1.9512 -0.7005 -1.4273 -0.50 -0.43 -0.47 1.246
N 1.7054 -0.8806 -0.5221 -1.00 0.17 0.62 0.877
N -3.1465 -1.8802 1.1922 -0.16 -0.28 0.08 -0.292
N -0.0077 -2.8208 -1.0918 -0.32 0.24 0.26 1.244
N -4.4409 -4.5714 -0.3194 0.00 -0.04 -0.18 -1.036
C 2.5570 -1.9749 2.0742 -0.07 -0.07 -0.09 1.060
C 1.7505 3.2193 -3.8126 -0.06 -0.03 0.00 -0.279
C 0.2587 0.0411 1.4830 -0.17 -0.18 0.46 -0.603
C 3.4864 -3.0069 4.0492 0.05 0.04 -0.01 -1.086
C 1.3289 2.4258 3.9554 -0.06 0.03 0.02 -0.188
C -2.4690 0.2576 -2.2014 -0.07 -0.08 0.07 -1.011
C -5.2254 -5.4206 -0.9575 -0.02 0.01 0.00 -0.404
C -2.0027 2.0788 -5.6201 0.01 0.02 0.04 -0.788
C -2.3157 0.7889 5.0715 0.03 -0.04 -0.07 -0.550
C 3.2649 -2.0698 -3.8884 -0.04 -0.03 -0.03 -0.843
C -0.5168 -0.2012 -5.0853 0.02 0.03 0.04 -0.555
C -6.5168 0.4799 1.8876 -0.01 -0.02 0.01 -0.705
C -4.3910 1.1123 0.9241 -0.03 -0.03 -0.15 0.423
C -0.6415 -4.8406 -1.7167 0.04 -0.03 -0.03 -0.121
C -3.7513 -4.7594 -2.4408 0.12 0.10 0.13 -0.438
C -2.1451 -3.8585 1.5274 0.23 0.10 -0.09 0.036
C 4.4944 -1.4366 -4.0200 0.01 -0.01 0.04 -0.858
C -2.4670 1.7423 2.8452 0.21 -0.03 -0.01 0.805
C 1.2466 -3.5424 3.3587 0.03 -0.02 0.00 -0.563
C -5.1655 0.7743 2.0312 0.01 -0.02 0.01 -0.844
C 2.2969 -3.6905 4.2554 -0.03 -0.03 0.05 -0.897
C 4.5143 2.3054 2.4834 0.10 0.01 0.07 -0.637
C -3.5922 5.2865 0.0589 0.02 0.05 -0.01 -0.867
C -2.7155 -3.5037 2.7127 -0.08 0.07 0.24 -1.557
C 3.4557 0.6660 -3.4564 0.02 -0.11 0.01 -0.279
C -3.3367 -2.2627 2.4387 -0.09 -0.01 0.01 -0.558
C 2.3320 2.0123 6.1104 0.01 0.04 -0.07 -0.737
C 1.1047 3.3940 -1.5102 -0.01 -0.15 -0.16 -0.845
C 3.4925 0.6855 1.0377 -0.18 0.11 -0.13 0.918
C 5.3577 -3.9203 -0.6292 -0.05 0.06 -0.01 -0.908
C 2.2996 4.4858 -3.7496 0.08 0.06 0.00 -1.021
C 2.1439 -1.3362 -3.5389 0.06 0.09 -0.01 -0.668
C 1.8684 2.8974 5.1439 0.00 -0.08 -0.01 -0.995
C 0.7366 -4.7930 -1.8536 0.00 -0.08 -0.01 -2.307
C -3.5213 -0.2294 -2.9586 -0.08 0.08 -0.15 -1.696
C -1.3316 3.6960 -0.1889 -0.03 -0.06 0.02 -0.209
C -2.4260 5.8269 -0.4645 -0.06 0.05 0.04 -1.055
C 3.6329 1.5641 -0.0356 0.04 0.07 0.11 -0.082
C 1.0815 -3.5111 -1.4496 0.06 -0.06 -0.02 -0.816
C 4.6802 3.1675 1.4091 -0.02 0.00 0.00 -1.135
C 0.7244 0.5065 2.5087 -0.22 0.39 0.14 0.697
C -2.6453 2.9980 3.4241 0.10 -0.03 0.00 -0.873
C -7.1214 0.5346 0.6409 0.05 -0.01 0.03 -0.840
C 5.5354 -1.1642 -0.2859 -0.04 -0.01 -0.04 -0.597
C 1.7000 0.1606 4.7135 -0.15 -0.03 -0.04 -0.247
C 3.6209 -2.1613 2.9567 0.05 0.00 0.00 -0.860
C -1.3786 -0.1691 -6.1741 0.05 -0.03 0.01 -0.726
C -1.1437 2.0473 -4.5301 0.02 -0.12 0.00 -0.542
C -1.3054 5.0306 -0.5920 0.06 -0.09 -0.04 -0.482
C 3.9414 1.0555 2.3005 0.08 -0.09 -0.03 -0.393
C 2.2163 0.0429 -3.3272 -0.03 -0.05 0.07 1.291
C -2.6485 3.1477 4.8066 -0.01 0.04 -0.04 -0.825
C -3.6248 3.9583 0.4442 -0.02 0.00 -0.06 -0.476
C -3.6393 -1.5498 -2.5717 -0.03 0.02 0.05 -0.122
C -2.2799 0.6448 3.6904 0.14 0.12 0.00 -0.053
C 1.1798 2.6306 -2.6788 -0.16 0.02 0.46 -0.283
C -2.4997 3.1303 0.3498 0.10 -0.05 0.06 -0.542
C 1.7350 4.6314 -1.4210 0.02 -0.05 0.14 -0.475
C -5.0188 1.1928 -0.3204 -0.01 -0.02 0.08 -0.037
C 1.3811 -2.6955 2.2699 0.31 0.06 0.10 0.263
C 6.6448 -1.8902 -0.7081 0.00 0.01 -0.03 -0.700
C -2.1157 0.9723 -6.4515 -0.04 -0.01 0.02 -0.737
C -2.5005 2.0446 5.6343 0.03 -0.02 0.02 -0.911
C -6.3681 0.9098 -0.4645 0.03 -0.02 0.00 -0.988
C 4.3334 -1.8141 -0.0191 -0.04 -0.04 -0.22 1.235
C 6.5562 -3.2615 -0.8874 -0.02 -0.02 -0.03 -0.804
C 2.2396 0.6421 5.8941 0.04 -0.02 0.03 -0.786
C 1.2494 1.0507 3.7297 -0.15 -0.28 0.20 1.140
C 2.3353 5.1740 -2.5385 0.07 0.05 -0.16 -1.038
C 4.5851 -0.0722 -3.7975 0.02 0.06 -0.01 -0.808
C 4.2600 -3.2035 -0.1806 0.11 0.10 0.01 -0.461
C 4.2447 2.7946 0.1448 -0.04 -0.03 0.02 -0.839
C -0.3754 0.9106 -4.2572 -0.10 0.02 0.07 0.545
C -4.8368 -5.5815 -2.3078 -0.15 -0.06 0.02 -1.125
B -2.4627 -3.1384 -0.8765 -0.11 0.13 0.19 0.386
H -2.7780 0.9971 -7.3087 0.03 0.01 0.05 0.397
H -2.1887 -0.0830 5.7058 0.01 0.08 -0.05 0.485
H 1.9261 3.9658 5.3141 0.01 -0.03 -0.01 0.514
H 1.1997 -1.8438 -3.3985 0.02 -0.08 0.04 -0.306
H 4.3171 -3.1378 4.7323 -0.04 0.02 -0.03 0.463
H 2.7682 2.3877 7.0282 -0.05 -0.01 -0.01 0.411
H -4.4710 5.9072 0.1878 0.02 -0.05 -0.04 0.450
H 3.2765 1.2619 -1.0111 0.02 0.03 -0.05 -0.220
H -4.7233 0.7546 3.0205 -0.06 -0.06 -0.08 0.601
H -2.5816 2.9740 -5.8192 0.04 -0.06 0.01 0.447
H -1.5839 -4.7382 1.2440 -0.10 0.05 0.01 0.502
H -2.0973 1.2662 -2.1439 0.09 0.02 -0.02 0.281
H 3.8389 0.3861 3.1441 -0.01 0.11 -0.04 0.211
H 4.3766 3.4638 -0.6960 -0.04 0.00 -0.01 0.576
H 0.5651 -2.6035 1.5778 -0.28 0.01 -0.14 0.189
H 0.9879 3.1063 3.1878 0.00 -0.05 0.07 0.590
H 2.7335 4.9256 -4.6393 0.00 -0.01 0.04 0.454
H 3.5663 1.7256 -3.2765 0.00 0.01 0.01 0.100
H 2.5881 -0.0519 6.6505 -0.02 0.03 -0.04 0.465
H 5.6168 -0.0922 -0.1523 0.02 -0.06 0.00 0.365
H -3.9259 -1.6498 3.1100 0.11 -0.07 -0.11 0.501
H -2.0994 -0.3287 3.2594 0.05 0.00 -0.01 0.126
H 2.0497 -3.0460 -1.4255 -0.09 0.04 -0.03 0.658
H 4.5651 -1.6556 2.7842 -0.03 -0.08 0.02 0.481
H 1.6192 -0.9075 4.5393 0.00 0.09 0.04 0.522
H -2.7778 3.8759 2.8069 0.01 0.00 -0.01 0.316
H -2.5171 2.1615 6.7122 0.00 0.01 -0.08 0.385
H 5.3767 -2.0084 -4.2818 -0.04 0.03 0.02 0.421
H -2.3780 6.8711 -0.7479 -0.03 -0.05 -0.05 0.487
H -4.4528 1.5078 -1.1855 -0.02 -0.02 -0.01 0.506
H -8.1724 0.2960 0.5345 0.03 0.02 -0.01 0.383
H -6.8315 0.9798 -1.4425 0.02 0.00 0.05 0.468
H 2.1901 -4.3489 5.1099 0.01 0.03 -0.05 0.440
H -1.0791 2.9168 -3.8867 0.02 0.03 -0.02 0.397
H -2.7190 -4.0531 3.6427 0.01 0.05 -0.13 0.521
H -6.0451 -5.8924 -0.4326 0.10 0.06 -0.05 0.511
H 7.4235 -3.8237 -1.2147 -0.06 0.04 0.01 0.403
H -4.3450 -2.3026 -2.8851 0.04 0.03 0.10 0.704
H -1.3379 -5.6441 -1.9043 0.03 0.10 0.04 0.655
H -5.2907 -6.2030 -3.0656 0.07 0.07 0.11 0.432
H 1.7571 5.1402 -0.4630 -0.03 -0.04 -0.05 0.616
H 5.1472 4.1333 1.5595 -0.02 -0.03 -0.01 0.397
H 4.8384 2.6027 3.4746 -0.03 -0.03 -0.07 0.439
H 3.3493 -3.7282 0.0834 0.05 -0.04 0.01 0.431
H 0.3197 -4.0818 3.5059 0.01 0.01 -0.03 0.408
H 3.1841 -3.1414 -4.0410 -0.02 0.09 0.00 0.507
H -4.5426 3.5565 0.8532 0.04 -0.01 0.01 0.627
H 1.7710 2.6679 -4.7457 0.02 0.01 0.04 0.627
H -0.4027 5.4623 -0.9964 -0.02 -0.01 0.02 0.526
H -4.1176 0.3034 -3.6832 0.04 -0.05 0.11 0.559
H 5.2860 -4.9933 -0.7631 0.01 0.05 0.05 0.485
H 1.3898 -5.5760 -2.2040 -0.05 0.06 0.05 0.624
H 2.8266 6.1378 -2.4764 -0.04 -0.03 -0.01 0.475
H -2.7712 4.1362 5.2352 -0.02 -0.06 -0.03 0.417
H -7.0974 0.2053 2.7616 0.03 0.04 -0.06 0.445
H -1.4661 -1.0419 -6.8112 0.01 0.06 0.04 0.479
H 5.5431 0.4300 -3.8807 -0.08 -0.03 -0.01 0.451
H -3.1178 -4.5545 -3.2943 -0.09 -0.01 0.09 0.611
H 0.0500 -1.1017 -4.8923 -0.04 0.03 -0.08 0.272
H 7.5827 -1.3787 -0.8908 -0.06 -0.02 0.00 0.482
```
Forces are in eV/Å.

Properties
- ΔE to the lowest compared entry with this formula, charge and spin (kJ/mol) = 98.4
- total charge = +1
- energy (Ha) = -5720.428877
- E_LUMO (eV) = -3.005

***

No. 2
A cluster of 2 separate species, C7H11N2O2 in total in a non-equilibrium geometry, computed with ωB97M-V with the def2-TZVPD basis set.

Structure (XYZ):
```
22
Properties=species:S:1:pos:R:3:forces:R:3:mulliken_charge:R:1
O 2.0588 -1.4604 2.1938 -0.12 0.19 -0.04 -0.785
O -0.1064 -0.9322 2.3659 -0.69 -0.17 0.02 -0.722
N 0.6149 2.1124 -1.5336 -0.02 0.16 -0.23 -0.730
N 1.2325 1.1696 0.3613 -1.26 0.37 -0.93 0.003
C -0.7348 -2.3289 -0.0282 -0.41 0.29 -0.53 -0.980
C 0.6966 -2.2481 0.4580 -0.22 -0.35 1.20 -0.228
C -0.5020 1.8830 -0.7615 0.01 0.39 -0.15 0.768
C 0.8550 -1.4846 1.8108 1.34 0.17 -0.22 0.360
C -1.8494 2.3171 -1.2582 0.04 -0.99 -0.18 -1.101
C 1.6186 1.6492 -0.8355 0.32 -0.04 -0.09 -0.256
C -0.1460 1.2795 0.4089 0.19 -0.22 -0.18 -0.708
H -0.9679 -3.2202 -0.6202 0.17 -0.06 0.08 0.370
H 1.0618 -3.2400 0.7369 -0.04 -0.15 -0.21 0.351
H 1.7916 0.6656 0.9941 0.68 -0.86 1.03 0.242
H 2.6350 1.5678 -1.1887 0.05 0.20 0.11 0.415
H -1.0433 -1.4773 -0.6456 0.23 0.06 0.06 0.142
H -1.3948 -2.2967 0.8393 0.03 -0.13 0.04 0.274
H -2.3248 3.0357 -0.5944 -0.06 0.15 -0.17 0.279
H -0.7142 0.7306 1.1396 0.06 0.28 0.35 0.490
H -1.7409 2.6749 -2.2796 0.06 0.48 0.11 0.322
H 1.4679 -1.8433 -0.1927 -0.30 0.12 -0.40 0.236
H -2.5083 1.4464 -1.3702 -0.07 0.10 0.32 0.256
```
Forces are in eV/Å.

Properties
- ΔE to the lowest compared entry with this formula, charge and spin (kJ/mol) = 27.1
- total charge = -1
- energy (Ha) = -533.404670
- E_LUMO (eV) = 3.745

***

No. 3
A cluster of 2 separate species, C5H12N6O in total in a non-equilibrium geometry, computed with ωB97M-V with the def2-TZVPD basis set.

Structure (XYZ):
```
24
Properties=species:S:1:pos:R:3:forces:R:3:mulliken_charge:R:1
O 3.1774 0.3662 -1.2941 -0.28 -0.04 -0.21 -0.556
N -4.3689 -0.0845 0.6420 -0.40 -0.31 -0.24 -0.493
N -0.0670 -1.8207 -0.1759 -0.34 0.17 0.38 -0.758
N -3.6108 0.9551 0.5350 0.01 0.24 -0.15 -0.249
N -3.8731 -0.9711 -0.1875 -0.37 -0.66 0.37 0.256
N -2.7743 -0.6000 -0.8129 -0.52 0.45 -0.42 -0.511
N 1.0909 -1.0562 -0.0559 -0.42 0.70 0.42 -0.151
C 2.5830 0.4635 1.0792 0.11 -0.22 -0.29 -0.555
C -1.5073 1.5580 -0.6678 -0.35 -0.31 -0.74 -0.456
C -2.6682 0.6443 -0.3834 1.38 0.70 0.64 0.740
C 1.2814 -0.2718 0.9496 -0.63 -0.94 -1.04 -0.087
C 3.5511 -0.0326 -0.0022 0.77 -0.27 0.60 -0.513
H -0.5875 1.0764 -0.3388 0.04 0.10 0.04 -0.134
H 3.6148 -1.1383 0.0792 -0.03 0.47 -0.09 0.274
H 2.4309 1.5517 0.9878 -0.02 -0.30 0.03 0.257
H -1.4166 1.7090 -1.7576 0.00 0.08 0.46 0.288
H -0.8021 -1.6469 0.5182 0.51 0.25 0.05 0.281
H 2.3638 -0.1282 -1.4715 0.07 0.05 -0.09 0.349
H -1.6309 2.5210 -0.1653 -0.06 -0.27 -0.10 0.307
H 4.5699 0.3495 0.1553 -0.34 0.05 0.09 0.406
H -0.5238 -1.7205 -1.0849 0.72 0.03 0.21 0.298
H -4.3160 -1.8678 -0.3254 0.13 0.04 0.06 0.239
H 0.4969 -0.1278 1.6963 -0.02 -0.06 0.13 0.432
H 2.9866 0.2719 2.0805 0.06 0.06 -0.10 0.334
```
Forces are in eV/Å.

Properties
- structure (SMILES) = Cc1nn[nH]n1.N/N=C/CCO
- ΔE to the lowest compared entry with this formula, charge and spin (kJ/mol) = 0.0
- energy (Ha) = -601.412821
- E_LUMO (eV) = 0.856

***

No. 4
A cluster of 2 separate species, C20H23BNO in total in a non-equilibrium geometry, computed with ωB97M-V with the def2-TZVPD basis set.

Structure (XYZ):
```
46
Properties=species:S:1:pos:R:3:forces:R:3:mulliken_charge:R:1
O 3.8028 -4.1203 2.3533 -1.39 1.93 0.04 -0.375
N 0.7175 -1.4603 3.2045 1.95 -1.65 -0.99 -0.131
C -6.0077 1.9733 -2.2745 -0.39 -0.09 -0.14 -1.362
C -4.6609 1.8504 -1.6380 0.28 -0.12 0.48 0.503
C 2.8772 -3.1679 2.6958 0.87 -0.94 -0.74 0.976
C 2.9055 -1.8176 2.2830 0.03 -0.12 -0.50 -0.505
C 3.0175 1.2075 -1.5015 0.24 0.24 -0.19 -0.287
C 0.6439 -2.8180 3.4588 -0.24 0.25 0.26 -0.141
C 1.7438 -3.6296 3.3815 -0.14 -0.17 -0.11 -0.689
C -3.6716 2.8278 -1.7519 0.30 0.17 -0.28 -0.604
C -4.3576 0.7118 -0.8890 -0.14 0.19 -0.15 -0.573
C -2.3274 2.4953 -1.5137 -0.41 -0.21 0.10 -0.655
C 1.7725 2.3224 -3.2322 0.39 0.07 0.22 -0.541
C -0.5798 0.8484 -0.6343 0.12 -0.44 0.67 -0.367
C 1.8381 -0.9903 2.5593 -0.12 -0.28 0.64 -0.372
C 4.5616 -3.9115 1.1164 0.24 0.20 0.21 -0.749
C -3.0620 0.4632 -0.4771 0.60 -0.14 -0.59 -0.673
C 0.5753 1.7943 -2.7369 0.50 -0.38 0.34 -0.367
C 0.6035 0.9991 -1.5821 0.01 0.19 -0.07 0.421
C -2.0007 1.2300 -0.9907 -0.44 0.20 0.57 0.560
C 1.8464 0.6055 -1.0571 0.00 0.37 -0.27 -0.674
C 2.9901 2.1211 -2.5599 -0.34 0.04 -0.09 -0.599
B -0.3994 -0.6326 3.6070 -1.35 1.15 -0.29 0.301
H -6.2915 0.9913 -2.6778 0.02 0.26 0.05 0.375
H -5.9843 2.6734 -3.1134 -0.10 0.00 0.20 0.374
H -0.3720 2.0159 -3.2208 0.20 0.06 0.12 0.585
H -6.7970 2.2590 -1.5717 0.12 0.11 -0.08 0.289
H -0.5329 -0.1722 -0.1125 -0.18 1.36 -0.66 0.292
H 1.7534 2.9561 -4.1143 -0.04 -0.05 0.13 0.388
H 5.2691 -3.0624 1.2188 -0.39 -0.57 0.00 0.340
H 3.7378 -1.4728 1.6689 -0.34 0.15 0.28 0.280
H -2.8432 -0.3474 0.2168 -0.04 -0.14 -0.39 0.296
H 1.7741 0.0451 2.2239 0.30 -0.20 0.27 0.569
H 1.7173 -4.6684 3.7031 -0.22 0.20 -0.25 0.427
H -0.3149 1.6376 0.0864 0.07 -0.48 0.44 0.293
H -0.3544 -3.2303 3.6718 0.58 0.42 0.35 0.421
H 3.9011 2.6872 -2.8253 -0.66 -0.54 -0.03 0.365
H 3.9015 -3.7517 0.2347 0.24 -0.16 0.76 0.358
H 5.1072 -4.8544 1.0282 -0.04 0.36 -0.19 0.252
H 3.9693 1.0367 -0.9951 -0.26 -0.18 -0.13 0.337
H -0.2571 0.3526 4.2798 0.15 -0.42 -0.39 0.045
H -3.9827 3.8512 -2.0279 0.45 -0.68 -0.24 0.373
H -1.5326 3.2214 -1.6939 -0.30 -0.14 0.00 0.519
H -1.4211 -0.9678 3.1006 -0.16 -0.08 0.60 0.008
H 1.8888 -0.1243 -0.2458 -0.11 0.26 -0.04 0.338
H -5.1647 0.0221 -0.6553 0.15 0.02 0.07 0.376
```
Forces are in eV/Å.

Properties
- total charge = +1
- energy (Ha) = -930.452626
- E_LUMO (eV) = -4.787

***

No. 5
A structure of composition C2H8N4 in a non-equilibrium geometry, computed with ωB97M-V with the def2-TZVPD basis set.

Structure (XYZ):
```
14
Properties=species:S:1:pos:R:3:forces:R:3:mulliken_charge:R:1
N -0.1627 0.1750 1.9263 0.19 -3.04 4.48 -0.365
N -0.1232 1.4067 -0.1066 -1.61 6.88 -1.59 -0.870
N -0.2833 -1.9630 0.8310 -1.21 0.35 -0.23 -0.765
N -0.3305 0.0906 -0.3592 -0.33 -1.64 1.11 0.284
C -0.1813 -0.6945 0.9242 -0.78 0.32 -3.66 0.442
C 0.4086 -0.2850 -1.4759 3.09 -3.29 -3.20 -0.940
H -0.8224 -2.0481 -0.0804 1.34 -0.62 1.16 0.297
H -1.0877 1.8872 0.0724 2.08 -1.02 -0.41 0.252
H 0.0413 -0.1906 2.8916 -0.58 0.25 -1.67 0.286
H 1.0306 -1.5160 -1.1126 -1.95 3.90 -1.56 0.304
H 0.2542 2.0011 -0.9859 -1.11 -2.32 2.50 0.305
H -0.3058 -0.5003 -2.6282 2.36 0.81 3.65 0.149
H 1.3419 0.5965 -1.6630 -2.54 -2.83 0.13 0.327
H 0.2201 1.0404 1.7664 1.05 2.24 -0.72 0.294
```
Forces are in eV/Å.

Properties
- ΔE to the lowest compared entry with this formula, charge and spin (kJ/mol) = 460.0
- energy (Ha) = -299.855497
- E_LUMO (eV) = 0.780

***

> energy of number 1 (C74H60BN9OP3STi)?

-5720.428877 Ha